Record 1
The following is a DFT calculation (ωB97M-V/def2-TZVPD) of a structure of composition C29H42ClEuN3O2Si in a non-equilibrium geometry.

Structure (ORCA input):
```
! wB97M-V def2-TZVPD RIJCOSX def2/J DEFGRID3
* xyz -1 7
Eu 0.8741 -1.6107 -0.5694
Cl 1.5429 -3.9854 0.0884
Si -0.3987 2.0041 3.4348
O 3.9104 1.4893 -2.3476
O -3.4330 -2.8227 -1.6086
N -1.7139 -1.6195 -0.7917
N 0.2450 0.4857 2.8808
N 2.4206 0.4109 -1.0557
C 3.9514 2.1916 -1.0637
C -3.3361 0.1940 -0.6040
C 1.5682 2.6216 -0.4262
C 3.0324 1.3336 1.1512
C -1.3640 2.7628 2.0185
C 1.0618 -3.0948 4.7823
C -1.5235 1.8181 4.9097
C -1.3850 -2.9024 -2.9055
C -0.2451 -2.5443 4.9011
C 2.7377 1.6592 -0.3037
C -0.6746 -1.7117 -3.4961
C 1.3918 -0.4911 -3.7051
C 0.3597 -0.7109 3.3752
C 0.5626 -1.3497 -3.0266
C -0.5326 0.1573 -5.0229
C 1.9501 -2.5893 3.8807
C -0.5724 -1.3732 4.2410
C 1.5680 -1.5357 2.8938
C 1.0756 3.0564 3.9088
C 2.8602 -0.4429 -3.3642
C -1.2765 -0.8928 -4.4849
C -2.1665 -2.4377 -1.7254
C -2.9009 -1.1478 -0.0369
C -2.5913 -1.0536 1.4424
C -3.9355 -2.2265 -0.3677
C 0.8074 0.3479 -4.6868
C -2.6848 -1.1166 -4.9174
C 3.0540 0.4809 -2.2065
C 1.6130 1.4183 -5.3384
H -3.5601 0.1012 -1.6769
H 1.4011 2.8827 -1.4811
H 0.6489 2.1664 -0.0370
H -2.0702 -3.3828 -3.6139
H -2.4966 1.3884 4.6346
H 4.8981 1.9186 -0.5765
H 2.9683 -2.9772 3.7852
H -1.6964 2.8184 5.3335
H -1.9458 2.0157 1.4600
H -1.0785 1.1863 5.6906
H -4.9531 -1.8656 -0.5607
H 3.4813 -0.1033 -4.1992
H 2.1167 1.0200 1.6757
H 0.7170 3.9319 4.4693
H -0.6568 -3.6509 -2.5306
H 3.2136 -1.4438 -3.0436
H -0.9736 -3.0187 5.5559
H -2.0666 3.4976 2.4395
H 1.7858 3.5413 0.1336
H -3.4878 -0.7309 1.9910
H -2.5362 0.9334 -0.4834
H -0.9882 0.7933 -5.7937
H -1.5659 -0.9282 4.3559
H 2.0167 2.1435 -4.6194
H 0.9995 1.9672 -6.0575
H -2.8582 -2.1612 -5.1957
H 3.7731 0.5260 1.2091
H 3.4430 2.2151 1.6627
H 2.4304 -0.8653 2.7312
H 1.3349 -2.0019 1.8836
H -2.2854 -2.0364 1.8198
H 3.9373 3.2678 -1.2774
H 1.7678 2.4932 4.5516
H -1.7771 -0.3427 1.6360
H -3.9528 -3.0257 0.3879
H -2.9056 -0.4897 -5.7871
H 1.6345 3.4084 3.0302
H -3.4154 -0.8626 -4.1351
H 1.3331 -3.9282 5.4320
H 2.4644 0.9927 -5.8812
H -0.7079 3.2918 1.3138
H -4.2395 0.5419 -0.0865
*
```

And the Löwdin charges, in e, turn out to be:
1. Eu 1.2072
2. Cl -0.3851
3. Si 0.3519
4. O 0.0143
5. O 0.0204
6. N 0.0629
7. N -0.0670
8. N 0.0569
9. C -0.0670
10. C -0.0273
11. C -0.0287
12. C -0.0486
13. C -0.1754
14. C -0.1732
15. C -0.1996
16. C -0.0661
17. C -0.1647
18. C -0.5534
19. C -0.2509
20. C -0.2478
21. C -0.4268
22. C -0.1989
23. C -0.0263
24. C -0.1373
25. C -0.1234
26. C -0.1917
27. C -0.1847
28. C -0.0637
29. C -0.2365
30. C -0.3582
31. C -0.5618
32. C -0.0394
33. C -0.0613
34. C -0.2385
35. C -0.0571
36. C -0.3543
37. C -0.0608
38. H 0.0827
39. H 0.0906
40. H 0.0686
41. H 0.1173
42. H 0.0236
43. H 0.1294
44. H 0.0816
45. H 0.0167
46. H 0.0011
47. H 0.0297
48. H 0.1303
49. H 0.1155
50. H 0.0380
51. H 0.0168
52. H 0.1207
53. H 0.1324
54. H 0.0708
55. H 0.0237
56. H 0.0906
57. H 0.0955
58. H 0.0762
59. H 0.1072
60. H 0.0791
61. H 0.0783
62. H 0.0699
63. H 0.0756
64. H 0.0862
65. H 0.0865
66. H 0.0842
67. H -0.0055
68. H 0.0916
69. H 0.1303
70. H 0.0342
71. H 0.0524
72. H 0.1328
73. H 0.0712
74. H 0.0057
75. H 0.0762
76. H 0.0800
77. H 0.0785
78. H 0.0058
79. H 0.0901



Record 2
The following is a DFT calculation (ωB97M-V/def2-TZVPD) of an isolated molecule of C4H7NO2.

Structure (ORCA input):
```
! wB97M-V def2-TZVPD RIJCOSX def2/J DEFGRID3
* xyz 0 1
O -0.1188 -2.0669 0.9203
O -0.0050 1.0745 -2.5748
N 0.6498 -0.9618 0.5620
C 0.0768 0.1905 0.4874
C -0.0350 0.0144 -1.8634
C -0.6505 1.1115 1.3668
C 0.9147 0.0625 -0.6877
H -1.5628 0.7072 1.8077
H 0.0820 1.2654 2.1720
H -1.0230 -0.1777 -1.1788
H 0.5166 -2.7485 1.1884
H -0.8275 2.0627 0.8670
H 0.0560 -1.0031 -2.3412
H 1.9267 0.4695 -0.7259
*
```

The calculation puts the energy above the lowest of the compared OMol25 structures with the same formula, charge and spin at 7.876 eV.

And the Löwdin charges, in e, turn out to be:
1. O 0.0400
2. O -0.1557
3. N 0.0071
4. C -0.2396
5. C -0.5168
6. C 0.0273
7. C -0.0176
8. H 0.0957
9. H 0.1098
10. H 0.1499
11. H 0.1160
12. H 0.1006
13. H 0.1360
14. H 0.1474



Record 3
The following is a DFT calculation (ωB97M-V/def2-TZVPD) of a structure of composition C24H22F5N5O3RhTe in a non-equilibrium geometry.

Structure (ORCA input):
```
! wB97M-V def2-TZVPD RIJCOSX def2/J DEFGRID3
* xyz 1 1
Te -2.6935 -3.1009 -1.8974
Rh -0.0958 -0.8438 -0.8838
F -1.5427 -3.2130 -3.3585
F -1.8652 -4.6211 -1.2510
F -3.7969 -4.2206 -2.8520
F -3.5106 -1.6857 -2.7660
F -3.9911 -3.1275 -0.6012
O -1.6722 -2.0152 -0.8461
O -1.1250 0.8821 -0.4854
O 1.0079 0.8927 -0.1433
N 1.0862 -2.3554 -1.2107
N -0.0572 -0.7574 -2.9100
N 0.2632 -1.5094 1.0186
N 1.5744 -3.0777 -0.1501
N 0.2082 -1.5380 3.3280
C -0.6726 -0.1032 -5.0991
C -0.1530 -1.0369 2.1567
C 1.1182 -2.6192 0.9724
C -0.2025 2.9241 0.3699
C 2.3221 -4.3611 2.2994
C -0.6934 6.9641 1.7376
C 1.4422 -3.1466 4.6584
C 0.3355 3.3011 1.6041
C -1.0284 5.1479 0.0336
C -1.4321 3.4906 -1.7897
C 0.1942 -1.0355 -5.6323
C 0.9223 -1.8594 -4.7795
C -0.8834 3.8532 -0.4324
C 0.1451 4.6087 2.0381
C -0.7720 0.0130 -3.7181
C -0.0939 1.5247 -0.1002
C 2.6900 -4.8722 3.5228
C 0.7556 -1.7175 -3.4226
C 1.0593 -2.6442 3.4195
C 1.5050 -3.2276 2.2353
C 1.3621 -2.6194 -2.4276
C -0.5249 5.5461 1.2691
C 1.0514 2.3412 2.5239
C 2.2578 -4.2566 4.7008
H 0.2895 -1.1423 -6.7041
H 2.5631 -4.6541 5.6591
H 0.5334 4.9002 3.0075
H -0.6637 3.0258 -2.4124
H -2.2583 2.7856 -1.6989
H -0.8333 -0.1945 2.1500
H 1.9750 -3.4759 -2.6847
H 1.1003 -2.6729 5.5700
H -0.1612 -1.1283 4.1726
H 2.6505 -4.8182 1.3769
H 1.7288 2.8860 3.1790
H 0.3295 1.8287 3.1692
H -1.2743 0.5331 -5.7313
H -1.5451 5.8733 -0.5849
H 3.3153 -5.7523 3.5736
H -1.7500 7.2075 1.8608
H 1.6247 1.5967 1.9777
H -0.1898 7.1333 2.6874
H -1.7953 4.3794 -2.3009
H -1.4309 0.7261 -3.2413
H -0.2877 7.6619 1.0040
H 1.5855 -2.6236 -5.1603
*
```

The calculation puts the energy above the lowest of the compared OMol25 structures with the same formula, charge and spin at 0.000 eV.

And the Löwdin charges, in e, turn out to be:
1. Te 1.7896
2. Rh 1.2661
3. F -0.3409
4. F -0.3495
5. F -0.3285
6. F -0.3460
7. F -0.3296
8. O -0.6213
9. O -0.0830
10. O -0.0427
11. N -0.1312
12. N -0.0213
13. N 0.0258
14. N 0.1396
15. N 0.1577
16. C -0.0027
17. C -0.0844
18. C -0.2223
19. C -0.0656
20. C 0.0089
21. C -0.0373
22. C 0.0028
23. C -0.1870
24. C 0.0045
25. C -0.0306
26. C -0.0088
27. C 0.0138
28. C -0.1873
29. C -0.0003
30. C -0.0652
31. C -0.5525
32. C -0.0405
33. C -0.2422
34. C -0.1561
35. C -0.0766
36. C 0.0066
37. C -0.2453
38. C -0.0311
39. C -0.0370
40. H 0.1257
41. H 0.1199
42. H 0.1213
43. H 0.0822
44. H 0.0837
45. H 0.1574
46. H 0.1527
47. H 0.1239
48. H 0.1729
49. H 0.1215
50. H 0.0857
51. H 0.0776
52. H 0.1241
53. H 0.1256
54. H 0.1178
55. H 0.0888
56. H 0.0683
57. H 0.0778
58. H 0.0833
59. H 0.1216
60. H 0.0878
61. H 0.1318



Record 4
The following is a DFT calculation (ωB97M-V/def2-TZVPD) of an isolated molecule of C6H5NO in a non-equilibrium geometry.

Structure (ORCA input):
```
! wB97M-V def2-TZVPD RIJCOSX def2/J DEFGRID3
* xyz 0 1
O -0.7275 0.2508 1.5842
N -2.2563 0.2028 -1.1515
C -1.4746 -0.6206 -0.4794
C -0.5394 -0.8129 0.5856
C 1.8514 -1.3833 -0.4255
C 0.8514 -0.5398 -0.1314
C 1.1086 0.8496 -0.2259
C 1.0409 2.0616 -0.2329
H -0.6919 -1.8490 0.7632
H 0.5351 3.0917 -0.5169
H -0.0488 1.2148 1.3851
H 2.9274 -0.7082 -0.5812
H 1.8622 -2.5035 -0.2068
*
```

Its SMILES is C#CC(=C)[C@@H](O)C#N. The calculation puts the energy above the lowest of the compared OMol25 structures with the same formula, charge and spin at 6.187 eV.

And the Löwdin charges, in e, turn out to be:
1. O -0.1210
2. N 0.1445
3. C -0.1079
4. C -0.3348
5. C 0.0722
6. C -0.3107
7. C -0.1734
8. C 0.1149
9. H 0.1302
10. H 0.1204
11. H 0.2145
12. H 0.1600
13. H 0.0912



Record 5
The following is a DFT calculation (ωB97M-V/def2-TZVPD) of a structure of composition C28H29N3SiTl in a non-equilibrium geometry.

Structure (ORCA input):
```
! wB97M-V def2-TZVPD RIJCOSX def2/J DEFGRID3
* xyz 1 1
Tl 0.0129 -0.6834 -0.3638
Si -0.1121 -1.0136 -2.7536
N -1.4430 -1.1392 1.3390
N 0.1287 -1.6090 3.0723
N 1.5671 -0.9116 1.2978
C -1.1861 -1.6183 2.5623
C 2.1095 -2.0932 -3.8739
C -3.7820 -1.6324 1.5719
C 3.6384 0.2706 -3.9390
C 4.1057 -0.9066 -4.5295
C -2.8984 1.9301 -4.8961
C 3.3511 -2.0843 -4.5009
C -0.8186 0.7207 -4.7105
C -1.6492 1.5842 -5.4148
C 2.5462 -1.8053 3.2900
C -3.3350 1.4172 -3.6713
C 3.8260 -1.6525 2.7410
C -1.0268 1.8206 1.1316
C 2.3980 0.2834 -3.2961
C 1.0661 2.1114 0.2469
C 2.8148 -0.7080 0.7846
C 3.9588 -1.0904 1.4542
C 0.3521 1.8501 1.4407
C -3.5308 -2.1743 2.8495
C 0.1234 2.2545 -0.8037
C -2.5152 0.5546 -2.9467
C -1.4886 -3.7942 -5.4209
C -2.2264 -2.1522 3.3588
C -2.7222 -1.0983 0.8717
C -1.1713 2.0726 -0.2524
C 1.6346 -0.8948 -3.3123
C 1.4167 -1.4237 2.5262
C -1.2600 0.2123 -3.4804
H 0.1694 -1.9768 4.0154
H -0.4774 -3.6000 -5.0564
H 0.3487 2.4447 -1.8424
H 3.7127 -3.0019 -4.9589
H -4.7709 -1.6132 1.1019
H -2.8176 -0.6411 -0.1195
H -1.9548 -2.5589 4.3402
H 2.0129 1.1955 -2.8272
H 4.2192 1.1897 -3.9738
H 2.1389 2.1937 0.1516
H -0.6512 -2.3994 -2.5704
H -2.8410 0.1459 -1.9843
H 4.9210 -0.9429 0.9524
H -2.1035 2.0962 -0.7939
H -1.8303 1.6600 1.8350
H -1.7790 -3.0248 -6.1419
H 0.1615 0.4230 -5.0936
H -1.2955 1.9721 -6.3644
H -1.5047 -4.7695 -5.9191
H -3.5378 2.6039 -5.4569
H 4.7226 -1.9600 3.2814
H -4.3582 -2.6004 3.4151
H 2.8243 -0.2556 -0.2144
H -2.1971 -3.8109 -4.5896
H 0.7762 1.7167 2.4253
H 1.4790 -2.9881 -3.8365
H -4.3100 1.6840 -3.2691
H 2.3647 -2.2418 4.2800
H 5.0760 -0.9140 -5.0154
*
```

The calculation puts the energy above the lowest of the compared OMol25 structures with the same formula, charge and spin at 0.000 eV.

And the Löwdin charges, in e, turn out to be:
1. Tl 1.0554
2. Si 0.5581
3. N -0.0137
4. N 0.1445
5. N -0.0089
6. C -0.2534
7. C -0.1052
8. C -0.0333
9. C -0.0598
10. C -0.0597
11. C -0.0541
12. C -0.0627
13. C -0.0872
14. C -0.0590
15. C 0.0194
16. C -0.0597
17. C -0.0162
18. C -0.1984
19. C -0.0890
20. C -0.2045
21. C -0.1163
22. C -0.0340
23. C -0.2009
24. C -0.0153
25. C -0.2124
26. C -0.1057
27. C -0.0433
28. C 0.0211
29. C -0.1185
30. C -0.2042
31. C -0.3693
32. C -0.2578
33. C -0.3318
34. H 0.1388
35. H -0.0136
36. H 0.0805
37. H 0.1123
38. H 0.1234
39. H 0.0865
40. H 0.1249
41. H 0.1037
42. H 0.1134
43. H 0.0855
44. H -0.0119
45. H 0.0770
46. H 0.1231
47. H 0.0764
48. H 0.0893
49. H 0.0247
50. H 0.1055
51. H 0.1118
52. H 0.0240
53. H 0.1114
54. H 0.1233
55. H 0.1228
56. H 0.1020
57. H 0.0171
58. H 0.0881
59. H 0.0878
60. H 0.1134
61. H 0.1245
62. H 0.1103



Record 6
The following is a DFT calculation (ωB97M-V/def2-TZVPD) of a structure of composition C8H24BCaF5O4 in a non-equilibrium geometry.

Structure (ORCA input):
```
! wB97M-V def2-TZVPD RIJCOSX def2/J DEFGRID3
* xyz 0 1
Ca -0.1423 0.0381 -0.0613
F 1.6976 1.2038 2.4923
F -0.2189 0.1083 2.3308
F 1.6228 -0.7583 3.5443
F -1.0921 0.5840 -2.0654
F 1.5319 -0.7381 1.3116
O -0.8084 2.1343 0.4901
O -1.9422 -1.2823 0.6647
O 0.6202 -2.0017 -0.9293
O 1.6920 1.1153 -1.2271
C -4.2443 -1.5070 0.9196
C 2.0662 -2.8210 -2.6456
C -0.8333 2.9378 1.7055
C -2.3515 2.8403 1.9762
C 0.6866 -2.2768 -2.3420
C -3.0790 -1.8357 0.0035
C 4.1190 0.9382 -1.1145
C 2.8772 1.6795 -0.6667
B 1.1567 -0.0713 2.4703
H -3.1419 -1.0435 -0.7425
H 4.3368 1.1280 -2.1655
H -1.2637 2.7003 -0.1375
H -2.6157 3.3689 2.8921
H 0.8049 -2.8519 -0.5236
H 2.7740 1.6478 0.4179
H 0.4222 -1.3512 -2.8534
H -4.4221 -0.4575 1.1542
H 3.9178 -0.1297 -1.0289
H -5.2333 -1.7844 0.5549
H 4.9552 1.2999 -0.5163
H 2.4015 -3.5298 -1.8885
H -2.7952 1.8635 2.1689
H 1.8126 1.3125 -2.1589
H -1.7913 -1.8277 1.4401
H 2.7129 -1.9567 -2.7967
H -2.8527 3.3243 1.1380
H 1.8357 -3.3697 -3.5588
H -0.3014 2.5572 2.5775
H -0.1283 -2.9825 -2.5037
H -4.1175 -1.9841 1.8915
H -0.4896 3.9218 1.3865
H 2.9439 2.6676 -1.1220
H -3.1227 -2.8103 -0.4825
*
```

The calculation puts the energy above the lowest of the compared OMol25 structures with the same formula, charge and spin at 0.986 eV.

And the Löwdin charges, in e, turn out to be:
1. Ca 1.5081
2. F 0.1380
3. F 0.0799
4. F 0.1868
5. F -0.6744
6. F 0.0635
7. O -0.2451
8. O -0.1968
9. O -0.2147
10. O -0.1769
11. C -0.0856
12. C -0.0595
13. C -0.2115
14. C -0.0752
15. C -0.2775
16. C -0.2605
17. C -0.0717
18. C -0.2810
19. B -1.3671
20. H 0.1127
21. H 0.0733
22. H 0.0937
23. H 0.0707
24. H 0.0971
25. H 0.1093
26. H 0.1068
27. H 0.0749
28. H 0.0749
29. H 0.0755
30. H 0.0826
31. H 0.0821
32. H 0.0746
33. H 0.1002
34. H 0.1006
35. H 0.0760
36. H 0.0753
37. H 0.0793
38. H 0.1073
39. H 0.1158
40. H 0.0742
41. H 0.1208
42. H 0.1181
43. H 0.1255



| no. | electronic energy (eV) |
| --- | --- |
| 1 | -79049.6561 |
| 2 | -9839.4041 |
| 3 | -62723.6489 |
| 4 | -9833.0204 |
| 5 | -46540.5116 |
| 6 | -49587.1516 |